1.
The following is a quantum chemistry calculation of a single C3H4P2 molecule, from the OMol25 dataset.

XYZ file:
```
9
Properties=species:S:1:pos:R:3
H -1.549 1.424 0.063
P -2.540 0.459 0.046
C -1.290 -0.671 0.019
C 0.266 -0.424 -0.134
P 1.075 1.265 -0.001
C 1.698 -0.426 -0.303
H -1.548 -1.702 -0.429
H 1.453 1.121 1.285
H 2.436 -1.046 -0.546
```

Computed properties:
Spin multiplicity: 1
Net charge: 0



2.
The following is a quantum chemistry calculation of a single C3H4P2 molecule, from the OMol25 dataset.

XYZ file:
```
9
Properties=species:S:1:pos:R:3
C 1.402 -0.281 0.528
C -1.217 -0.443 0.147
C -0.065 -0.542 0.976
P -2.770 -0.434 -0.378
P 2.684 -0.576 -0.364
H 0.155 -1.613 1.215
H -0.277 0.001 1.901
H -3.074 -1.729 0.021
H 3.381 0.746 -0.273
```

Computed properties:
Spin multiplicity: 1
Net charge: 0



3.
The following is a quantum chemistry calculation of a single C3H4P2 molecule, from the OMol25 dataset.

XYZ file:
```
9
Properties=species:S:1:pos:R:3
H 2.058 0.925 0.774
P 2.480 -0.418 0.535
C 0.937 -1.042 0.203
C -0.387 -0.280 0.040
P -0.690 1.575 -0.585
C -1.627 0.215 0.231
H 0.869 -2.052 0.162
H -1.153 1.344 -2.016
H -2.486 -0.266 0.656
```

Computed properties:
Spin multiplicity: 1
Net charge: 0



4.
The following is a quantum chemistry calculation of 2 unconnected molecules or ions with the total composition C3H4P2, from the OMol25 dataset.

XYZ file:
```
9
Properties=species:S:1:pos:R:3
C -1.307 0.980 -0.063
P -1.140 0.173 -1.507
P -2.676 -0.353 0.142
H -1.113 1.786 0.539
H -3.754 0.392 -0.400
C 2.571 -0.462 -0.182
C 2.334 -1.006 0.857
H 2.963 -0.098 -1.179
H 2.123 -1.413 1.792
```

Computed properties:
Spin multiplicity: 1
Net charge: 0



Energy ordering: 3 at the bottom, the next structure 5.9 kcal/mol above.



1.
The following is a quantum chemistry calculation of a single C20H30N2O5 molecule, from the OMol25 dataset.

XYZ file:
```
57
Properties=species:S:1:pos:R:3
C 2.843 4.234 2.181
O 3.107 3.723 0.882
C 3.863 4.484 0.088
O 4.356 5.527 0.424
C 4.018 3.876 -1.298
N 3.745 2.462 -1.357
C 4.737 1.606 -0.755
C 2.522 2.067 -1.804
O 1.674 2.880 -2.131
C 2.272 0.603 -1.918
C 3.116 -0.253 -2.611
C 2.768 -1.582 -2.743
C 1.592 -2.097 -2.203
O 1.432 -3.432 -2.418
C 0.265 -4.117 -2.026
C 0.718 -1.225 -1.519
O -0.442 -1.743 -1.017
C -1.438 -0.894 -0.461
C -2.768 -1.637 -0.580
C -3.890 -0.816 0.078
N -3.629 -0.428 1.443
C -4.095 -1.284 2.519
C -5.615 -1.143 2.654
C -3.720 -2.770 2.427
C -2.348 0.217 1.582
C -1.167 -0.585 1.013
C 1.080 0.110 -1.399
H 3.773 4.546 2.662
H 2.174 5.094 2.117
H 2.372 3.427 2.736
H 3.285 4.376 -1.944
H 5.025 4.094 -1.665
H 5.028 2.008 0.218
H 4.336 0.606 -0.612
H 5.629 1.549 -1.386
H 4.023 0.114 -3.065
H 3.403 -2.269 -3.279
H 0.420 -5.146 -2.353
H 0.126 -4.096 -0.944
H -0.625 -3.713 -2.512
H -1.500 0.040 -1.035
H -2.664 -2.610 -0.101
H -3.004 -1.800 -1.632
H -4.825 -1.373 0.036
H -4.022 0.106 -0.504
H -3.645 -0.880 3.434
H -5.954 -1.609 3.575
H -5.887 -0.091 2.670
H -6.128 -1.619 1.822
H -4.066 -3.283 3.322
H -4.192 -3.236 1.566
H -2.644 -2.902 2.357
H -2.172 0.438 2.637
H -2.401 1.172 1.042
H -0.245 -0.014 1.127
H -1.049 -1.526 1.553
H 0.436 0.811 -0.894
```

Computed properties:
Spin multiplicity: 1
Net charge: 0



2.
The following is a quantum chemistry calculation of a single C20H30N2O5 molecule, from the OMol25 dataset.

XYZ file:
```
57
Properties=species:S:1:pos:R:3
C -6.995 -1.542 1.017
C -6.020 -0.306 0.842
C -5.325 -0.094 -0.540
C -4.504 1.000 -0.604
O -3.486 0.802 0.216
C -2.530 0.031 0.234
C -1.680 -0.118 1.428
C -0.496 -0.775 1.060
C -0.268 -1.496 -0.073
C 0.969 -2.356 -0.069
O 0.878 -3.496 -0.870
N 1.995 -2.081 0.680
C 3.225 -2.907 0.611
C 4.204 -2.465 -0.674
C 4.984 -1.171 -0.038
O 6.233 -1.264 0.274
N 4.436 -0.015 -0.184
C 5.234 1.187 0.017
C 4.536 2.017 1.200
C 3.408 2.779 0.923
C 2.145 2.244 0.274
O 1.854 0.932 0.319
O 1.364 3.046 -0.254
C 0.064 2.400 -0.814
C 0.228 1.764 -2.129
C -1.068 -1.476 -1.047
C -2.281 -0.416 -0.954
H -6.329 -2.507 0.911
H -7.489 -1.504 2.113
H -7.839 -1.585 0.095
H -6.599 0.654 0.912
H -5.346 -0.410 1.726
H -6.203 -0.046 -1.353
H -4.880 -1.049 -0.744
H -4.134 1.257 -1.695
H -5.249 2.001 -0.259
H -1.678 0.425 2.194
H 0.263 -0.987 2.079
H 2.146 -1.267 0.959
H 3.036 -3.773 0.288
H 3.728 -2.750 1.620
H 4.823 -3.236 -0.827
H 3.851 -2.325 -1.512
H 3.514 0.141 -0.819
H 5.186 1.663 -0.831
H 6.127 0.738 0.304
H 5.184 2.389 1.872
H 4.018 1.051 1.942
H 3.142 3.310 1.892
H 3.572 3.612 0.344
H -0.550 3.466 -0.875
H -0.477 1.970 0.029
H 0.808 2.689 -2.801
H 0.869 0.926 -2.182
H -0.716 1.584 -2.261
H -0.893 -2.195 -2.039
H -2.988 -0.469 -1.925
```

Computed properties:
Spin multiplicity: 1
Net charge: 0



Energy ordering: 1 at the bottom, the next structure 306.9 kcal/mol above.



1.
The following is a quantum chemistry calculation of a single C4H6F2 molecule, from the OMol25 dataset.

XYZ file:
```
12
Properties=species:S:1:pos:R:3
C -1.544 0.467 0.201
C -0.762 -0.694 -0.099
F -1.379 -1.847 -0.218
C 0.592 -0.734 -0.107
C 1.520 0.450 -0.166
F 1.320 -1.854 0.251
H -1.079 1.107 0.874
H -1.668 1.057 -0.699
H -2.463 0.060 0.621
H 1.873 0.790 0.805
H 2.392 -0.066 -0.683
H 1.198 1.265 -0.779
```

Computed properties:
Spin multiplicity: 1
Net charge: 0



2.
The following is a quantum chemistry calculation of a single C4H6F2 molecule, from the OMol25 dataset.

XYZ file:
```
12
Properties=species:S:1:pos:R:3
C 0.730 -1.196 -0.050
C -0.311 -0.029 -0.067
C 0.467 1.232 0.038
C -1.580 -0.111 -0.069
F -2.437 0.913 -0.071
F -2.163 -1.279 0.092
H 1.562 -1.083 -0.740
H 0.296 -2.117 -0.325
H 1.373 -1.213 0.830
H 1.572 1.111 0.032
H 0.237 1.977 -0.668
H 0.255 1.794 0.998
```

Computed properties:
Spin multiplicity: 1
Net charge: 0



Energy ordering: 2 at the bottom, the next structure 2.7 kcal/mol above.



1.
The following is a quantum chemistry calculation of a molecular structure, C24H28INO2PtS4, from the OMol25 dataset.

XYZ file:
```
61
Properties=species:S:1:pos:R:3
Pt 0.268 -0.266 0.957
C 0.814 -4.001 1.325
N 1.351 -4.138 -0.050
C 0.675 -5.230 -0.779
C 1.266 -2.827 -0.793
C 2.408 -1.944 -0.377
C 3.694 -2.283 -0.804
C 4.789 -1.562 -0.364
C 4.586 -0.485 0.492
C 3.304 -0.130 0.880
C 2.185 -0.859 0.472
H 0.938 -4.934 1.873
H -0.240 -3.738 1.273
H 1.334 -3.198 1.843
H 2.348 -4.346 0.025
H -0.372 -4.959 -0.909
H 0.744 -6.157 -0.215
H 1.132 -5.363 -1.757
H 0.305 -2.372 -0.554
H 1.307 -3.051 -1.860
H 3.842 -3.107 -1.499
H 5.788 -1.827 -0.683
H 5.435 0.082 0.849
H 3.181 0.725 1.535
C -4.093 -2.330 -0.838
S -2.971 -2.225 0.595
C -3.462 -0.535 1.062
O -1.596 -2.201 0.000
H -3.838 -1.537 -1.539
H -5.112 -2.221 -0.468
H -3.974 -3.303 -1.311
H -3.941 -0.587 2.038
H -4.129 -0.102 0.322
H -2.558 0.063 1.107
I -0.324 -1.307 3.315
O -0.806 0.982 -0.374
C -0.705 2.376 -0.275
C -0.870 2.839 1.179
C 0.030 2.670 2.191
C -0.481 3.062 3.457
C -1.755 3.523 3.380
S -2.356 3.487 1.771
C 0.644 2.871 -0.784
C 1.648 2.120 -1.307
C 2.800 2.888 -1.638
C 2.644 4.206 -1.364
S 1.096 4.537 -0.690
C -1.832 2.936 -1.135
C -2.270 4.199 -1.388
C -3.387 4.217 -2.269
C -3.769 2.972 -2.651
S -2.780 1.751 -1.953
H 1.043 2.328 2.031
H 0.065 2.980 4.384
H -2.385 3.882 4.177
H 1.569 1.055 -1.461
H 3.697 2.461 -2.063
H 3.349 5.010 -1.503
H -1.820 5.084 -0.963
H -3.874 5.122 -2.605
H -4.579 2.697 -3.307
```

Computed properties:
Spin multiplicity: 1
Net charge: 0



2.
The following is a quantum chemistry calculation of a molecular structure, C24H28INO2PtS4, from the OMol25 dataset.

XYZ file:
```
61
Properties=species:S:1:pos:R:3
Pt -0.097 0.828 0.698
C 1.388 -2.680 0.842
N 1.561 -2.751 -0.649
C 0.877 -3.923 -1.251
C 1.084 -1.457 -1.280
C 2.043 -0.382 -0.902
C 3.350 -0.496 -1.389
C 4.347 0.370 -0.995
C 4.021 1.376 -0.092
C 2.726 1.518 0.373
C 1.692 0.652 -0.028
H 1.768 -3.602 1.277
H 0.332 -2.529 1.047
H 1.931 -1.815 1.213
H 2.560 -2.819 -0.829
H -0.194 -3.788 -1.123
H 1.202 -4.828 -0.744
H 1.125 -3.968 -2.309
H 0.086 -1.313 -0.867
H 1.028 -1.625 -2.357
H 3.583 -1.278 -2.112
H 5.354 0.269 -1.380
H 4.782 2.069 0.246
H 2.500 2.315 1.062
C -0.172 0.440 5.076
S -0.565 -0.462 3.584
C -1.135 -1.978 4.352
O 0.760 -0.840 2.991
H 0.486 -0.156 5.710
H -1.096 0.703 5.594
H 0.335 1.348 4.750
H -1.856 -1.765 5.143
H -0.249 -2.479 4.744
H -1.610 -2.574 3.574
I 0.039 3.382 0.946
O -1.206 -1.052 0.468
C -2.549 -0.847 0.151
C -3.125 0.205 1.105
C -2.974 1.557 0.991
C -3.399 2.264 2.153
C -3.891 1.434 3.111
S -3.839 -0.206 2.614
C -2.763 -0.327 -1.286
C -1.845 0.239 -2.120
C -2.398 0.694 -3.352
C -3.736 0.471 -3.432
S -4.323 -0.295 -2.022
C -3.299 -2.168 0.335
C -4.638 -2.426 0.353
C -4.942 -3.800 0.567
C -3.824 -4.559 0.722
S -2.407 -3.605 0.621
H -2.557 2.029 0.109
H -3.348 3.339 2.257
H -4.313 1.703 4.068
H -0.819 0.402 -1.839
H -1.823 1.179 -4.129
H -4.406 0.710 -4.244
H -5.392 -1.659 0.236
H -5.948 -4.197 0.615
H -3.765 -5.621 0.910
```

Computed properties:
Spin multiplicity: 1
Net charge: 0



Energy ordering: 2 at the bottom, the next structure 15.4 kcal/mol above.



1.
The following is a quantum chemistry calculation of a single H4NOPS2 molecule, from the OMol25 dataset.

XYZ file:
```
9
Properties=species:S:1:pos:R:3
N 0.193 -1.172 0.592
P -0.410 0.184 -0.187
O -0.118 -0.192 -1.681
S -2.295 0.450 0.288
S 1.044 1.629 -0.122
H 1.187 -1.485 0.371
H 0.171 -1.014 1.567
H -0.538 -1.152 -1.748
H 0.767 2.752 0.920
```

Computed properties:
Spin multiplicity: 1
Net charge: 0



2.
The following is a quantum chemistry calculation of a single H4NOPS2 molecule, from the OMol25 dataset.

XYZ file:
```
9
Properties=species:S:1:pos:R:3
N -0.105 -1.316 -0.812
P -0.327 -0.089 0.135
O -0.370 -0.527 1.639
S -2.073 1.081 -0.136
S 1.362 1.444 0.002
H -0.505 -1.308 -1.763
H -0.293 -1.572 1.490
H -2.509 1.038 1.008
H 1.093 2.119 1.088
```

Computed properties:
Spin multiplicity: 1
Net charge: 0



3.
The following is a quantum chemistry calculation of a single H4NOPS2 molecule, from the OMol25 dataset.

XYZ file:
```
9
Properties=species:S:1:pos:R:3
N 0.334 -1.314 -0.542
P -0.069 0.151 0.064
O 1.081 1.050 -0.174
S -1.400 1.197 -1.065
S -0.672 0.049 2.038
H 1.022 -1.219 -1.305
H -0.411 -2.151 -0.751
H -0.355 1.864 -0.690
H 0.470 0.373 2.425
```

Computed properties:
Spin multiplicity: 1
Net charge: 0



Energy ordering: 1 at the bottom, the next structure 14.3 kcal/mol above.